# 1
# C20H33BF16N2O5Si

A 3-piece molecular cluster, C20H33BF16N2O5Si overall (the ωB97M-V functional and the def2-TZVPD basis, the Open Molecules 2025 dataset).

CARTESIAN COORDINATES (ANGSTROEM)
C 3.859 0.293 1.239
C 3.834 1.919 0.869
C 2.326 2.586 1.021
C 1.425 2.438 -0.380
N 0.808 1.058 -0.322
B -0.392 0.904 -1.238
C -1.555 2.026 -1.539
C -2.820 1.981 -0.447
O -3.719 0.833 -0.650
Si -5.206 0.976 0.279
C -5.702 -0.685 1.202
C -6.739 1.566 -0.764
C -4.961 2.282 1.721
C -0.543 -0.563 -2.033
O 0.431 -0.569 -3.149
N 1.658 -0.877 -2.634
O 2.518 -0.194 -3.214
H 2.780 -0.161 1.265
H 4.471 -0.209 0.356
H 4.410 0.103 2.277
H 4.552 2.419 1.680
H 4.298 2.103 -0.198
H 1.720 2.148 1.949
H 2.484 3.735 1.271
H 2.183 2.528 -1.290
H 0.656 3.323 -0.440
H 0.616 0.747 0.659
H -1.149 3.123 -1.651
H -2.024 1.743 -2.599
H -2.325 1.927 0.613
H -3.479 2.967 -0.583
H -6.867 -0.647 1.444
H -5.463 -1.643 0.573
H -5.080 -0.678 2.204
H -7.077 2.618 -0.315
H -6.425 1.643 -1.895
H -7.687 0.861 -0.639
H -4.190 1.799 2.458
H -5.983 2.405 2.326
H -4.628 3.328 1.315
H -0.208 -1.375 -1.244
H -1.660 -0.738 -2.375
C 4.708 -0.564 6.733
C 5.245 0.362 7.834
C 4.184 0.957 8.754
F 3.270 1.699 8.087
F 4.753 1.790 9.666
F 6.011 1.330 7.264
F 6.102 -0.380 8.604
O 4.502 0.028 5.446
C 3.270 0.730 5.288
C 3.459 2.244 5.112
F 4.159 2.789 6.136
F 2.261 2.885 5.071
F 2.447 0.415 6.315
F 2.687 0.209 4.172
H 5.484 -1.320 6.558
H 3.834 -1.142 7.060
H 3.657 0.176 9.307
H 3.996 2.464 4.183
C 0.090 -3.265 -6.094
C -0.495 -2.267 -7.104
C -1.846 -1.673 -6.720
F -2.805 -2.615 -6.562
F -2.295 -0.835 -7.692
F -0.538 -2.852 -8.331
F 0.402 -1.237 -7.219
O -0.142 -4.653 -6.361
C -1.410 -5.152 -5.937
C -2.318 -5.555 -7.107
F -2.506 -4.535 -7.978
F -3.550 -5.924 -6.665
F -1.984 -4.250 -5.107
F -1.140 -6.244 -5.169
H 1.181 -3.161 -6.151
H -0.154 -3.004 -5.057
H -1.775 -1.095 -5.795
H -1.888 -6.396 -7.662

Atomic forces in eV per Å
0.6 0.3 -0.7
-0.1 -0.4 1.3
0.5 0.9 -0.4
1.3 0.6 1.7
-1.7 1.2 -1.1
0.0 -0.2 0.2
-1.1 0.1 -1.3
0.7 0.9 -0.4
-0.4 1.3 1.3
-0.5 -0.1 0.6
0.1 -0.2 0.2
-0.8 0.5 -0.3
-0.3 0.0 0.6
-1.0 -0.6 2.1
-1.2 0.2 0.8
3.3 2.9 -2.2
-2.9 -2.9 2.0
2.2 0.9 -0.1
-1.3 0.7 2.1
-1.3 0.4 -2.4
-1.5 -0.8 -1.9
-1.1 -0.3 2.2
1.3 0.7 -2.0
-0.4 -2.3 -0.7
-1.7 -0.3 1.8
1.4 -1.7 0.1
0.5 0.3 -1.3
-1.0 -2.0 0.5
0.8 0.7 2.2
-1.2 0.3 -1.8
1.8 -1.9 0.4
2.6 -0.1 -0.5
-0.5 1.7 1.3
-1.3 -0.3 -1.9
0.8 -2.1 -1.3
-0.9 0.0 2.1
2.2 1.4 -0.4
-1.2 1.3 -1.2
2.2 -0.3 -1.4
-0.5 -2.0 1.1
-0.8 1.2 -1.7
2.6 0.1 0.2
0.3 -1.0 -0.5
0.7 0.2 -0.8
-0.3 0.6 0.9
0.3 -0.2 0.5
0.2 -0.3 -0.2
-0.4 -0.2 0.3
-0.6 0.1 0.1
-1.4 1.3 0.6
0.5 -2.0 0.3
0.2 0.9 -0.1
-0.1 -0.3 -0.6
0.1 -0.5 0.0
-0.2 0.3 -0.8
0.3 0.7 0.4
0.0 0.4 0.0
0.1 0.4 0.1
0.1 -0.2 -0.1
-0.1 -0.3 0.0
1.0 -0.2 0.5
0.6 -0.6 -0.6
-0.8 0.7 -0.2
0.2 0.6 -0.1
0.4 -0.1 0.0
-0.2 0.3 0.3
-0.5 -0.1 0.4
-2.0 0.1 0.1
1.8 0.7 1.0
-0.5 -0.3 -0.8
0.3 -0.5 0.2
0.4 0.1 0.3
-0.2 -0.9 -0.1
-0.4 0.2 -0.7
-0.3 0.0 -0.3
-0.2 0.0 -0.4
0.2 -0.1 0.1
0.1 0.1 0.2

The value obtained for the orbital gap is 9.10 eV. The max |F| comes out at 4.85 eV/Å. As for the total energy: -86520.2059 eV. The calculation puts the HOMO energy at -9.4 eV.

***

# 2
# C20H33F3NO14P2S4

A 4-piece molecular cluster, C20H33F3NO14P2S4 overall (the ωB97M-V functional and the def2-TZVPD basis, the Open Molecules 2025 dataset).

CARTESIAN COORDINATES (ANGSTROEM)
O 3.667 2.447 3.405
C 3.898 3.274 2.579
O 5.177 3.867 2.563
C 2.897 3.827 1.524
C 3.038 5.266 1.239
C 2.131 5.856 0.269
N 1.117 5.129 -0.356
P 0.197 6.145 -1.494
O 1.015 7.300 -1.970
O -0.235 5.332 -2.885
O -1.138 6.837 -0.758
C 0.905 3.752 -0.097
P -0.535 2.850 -0.929
O -0.984 1.460 -0.089
O -0.138 2.376 -2.458
S -2.186 3.884 -0.819
C 1.834 3.047 0.827
C 1.767 1.520 1.128
O 3.050 0.863 1.222
C 3.789 0.991 0.063
F 4.500 -0.174 -0.121
F 3.065 1.170 -1.093
F 4.750 1.988 0.103
H 5.255 4.413 3.370
H 3.828 5.884 1.723
H 2.276 6.953 0.065
H 0.521 4.776 -3.164
H -0.865 6.909 0.183
H -0.598 0.687 -0.566
H -0.953 2.229 -3.015
H 1.203 0.905 0.386
H 1.265 1.342 2.124
C 2.109 -3.948 3.788
C 3.221 -4.468 2.874
C 3.049 -3.795 1.511
S 2.259 -2.219 1.826
O 0.941 -2.231 1.229
O 3.203 -1.150 1.579
C 2.085 -2.436 3.591
H 2.285 -4.212 4.832
H 1.153 -4.380 3.486
H 4.194 -4.200 3.297
H 3.192 -5.554 2.783
H 4.007 -3.626 1.022
H 2.396 -4.375 0.860
H 1.161 -1.972 3.933
H 2.944 -1.963 4.071
C -5.591 2.227 -5.542
C -4.799 3.537 -5.591
C -3.885 3.566 -4.362
S -3.548 1.856 -3.951
O -4.136 1.564 -2.669
O -2.154 1.561 -4.239
C -4.573 1.139 -5.223
H -6.105 2.030 -6.483
H -6.344 2.280 -4.750
H -4.194 3.562 -6.501
H -5.457 4.407 -5.612
H -2.947 4.080 -4.570
H -4.379 4.027 -3.507
H -5.026 0.219 -4.858
H -3.938 0.929 -6.085
C -1.878 -7.137 3.194
C -2.892 -6.412 2.304
C -2.100 -5.560 1.307
S -0.528 -6.388 1.079
O 0.520 -5.540 1.602
O -0.470 -6.945 -0.249
C -0.828 -7.705 2.247
H -2.349 -7.922 3.787
H -1.415 -6.424 3.883
H -3.493 -7.147 1.764
H -3.576 -5.797 2.890
H -2.609 -5.484 0.348
H -1.901 -4.563 1.702
H 0.101 -7.976 2.748
H -1.218 -8.560 1.693

Atomic forces in eV per Å
-1.0 0.5 -0.7
1.3 -0.2 0.8
-1.8 0.6 -0.5
-0.8 1.9 -1.5
-2.0 -2.0 -1.3
1.2 -0.9 1.7
0.9 -0.9 1.3
-1.9 4.2 -4.1
0.1 -2.0 1.6
0.6 0.1 3.0
2.4 -2.3 -0.2
2.8 -1.0 1.3
-3.9 -1.2 -0.8
2.4 1.1 -1.7
0.6 0.7 2.6
1.5 0.0 0.2
0.2 1.9 -0.1
-0.7 -0.8 0.2
0.3 4.7 -2.6
1.6 -2.2 -0.5
-0.8 2.2 0.0
0.4 0.2 1.5
-1.5 -0.7 0.2
0.2 -0.6 -0.2
-0.8 -0.6 -0.6
-0.7 -1.4 -0.4
-0.4 0.2 -0.2
-0.7 0.2 -0.4
-0.4 0.2 0.5
0.0 -0.2 0.0
0.3 1.1 0.6
0.7 0.3 -1.0
-0.1 -0.1 0.1
0.1 -0.1 0.1
0.2 -0.5 -0.2
0.6 -0.7 0.4
0.1 0.6 -0.2
-0.9 -3.1 0.8
-0.1 -0.1 0.4
0.0 0.1 0.0
0.1 0.1 0.0
-0.1 0.0 0.0
0.0 0.1 -0.1
-0.1 0.2 0.0
-0.1 0.1 0.1
0.0 0.1 -0.1
0.0 0.1 -0.1
-0.1 0.1 0.1
0.0 0.0 -0.2
0.0 0.5 -0.2
-1.0 0.2 -0.2
0.5 -0.2 0.0
0.5 0.1 0.6
-0.1 -0.2 -0.4
0.0 0.0 0.1
0.0 -0.1 -0.1
0.0 0.0 0.1
0.1 0.0 0.0
0.0 -0.1 0.2
0.1 -0.2 0.1
0.2 0.0 0.1
0.0 0.0 0.1
0.0 0.1 0.1
-0.1 -0.1 0.0
-0.5 0.3 0.1
-0.4 -0.4 -0.1
0.0 -0.2 -0.2
0.3 0.3 0.1
-0.1 -0.2 0.4
0.1 0.0 0.0
0.0 -0.1 0.0
0.0 0.0 0.0
0.0 0.0 -0.1
0.2 0.0 0.0
0.1 -0.1 -0.1
0.1 0.1 -0.2
0.1 0.1 -0.1

The value obtained for the orbital gap is 6.32 eV. The max |F| comes out at 6.18 eV/Å. As for the total energy: -121494.9514 eV. Its charge is +1. The calculation puts the HOMO energy at -11.9 eV.

***

# 3
# C20H33F4InO6Zn

C20H33F4InO6Zn as an isolated structure (the ωB97M-V functional and the def2-TZVPD basis, the Open Molecules 2025 dataset).

CARTESIAN COORDINATES (ANGSTROEM)
Zn 1.771 -2.429 1.593
In 4.044 -0.840 -0.872
C -0.421 -2.883 3.327
O -0.034 -1.509 3.288
O 0.603 -3.521 2.684
C -0.688 -3.351 4.769
F -0.055 -2.653 5.732
F -2.005 -3.212 5.014
F -0.317 -4.625 4.949
C -1.029 -0.569 3.646
C -0.557 0.782 3.109
H -0.456 0.699 2.024
H -1.272 1.586 3.282
H 0.426 1.077 3.474
H -1.136 -0.381 4.717
H -2.025 -0.720 3.226
H -1.388 -3.024 2.820
C -1.083 -1.578 -0.617
C 0.330 -1.999 -1.081
O 1.239 -1.510 -0.138
H -1.413 -1.776 0.400
H -1.808 -2.074 -1.268
H -1.053 -0.501 -0.798
H 0.559 -1.617 -2.076
H 0.360 -3.094 -1.156
C 3.281 -1.981 4.314
C 3.355 -0.747 3.465
O 2.886 -0.857 2.173
H 2.224 -2.295 4.338
H 3.568 -1.922 5.364
H 3.815 -2.863 3.944
H 4.375 -0.320 3.460
H 2.692 0.012 3.917
F -6.515 0.509 -4.765
C -5.425 0.784 -4.072
C -5.282 0.079 -2.877
C -4.143 0.215 -2.107
C -3.113 1.041 -2.599
C -3.270 1.675 -3.852
C -4.407 1.545 -4.628
H -6.054 -0.598 -2.538
H -4.099 -0.400 -1.220
H -2.129 1.098 -2.154
H -2.442 2.290 -4.180
H -4.652 2.097 -5.525
C 0.927 2.339 -0.594
C 2.177 2.595 0.198
O 3.227 2.056 -0.093
C 2.105 3.592 1.315
H 1.309 2.157 -1.597
H 0.227 3.171 -0.637
H 0.435 1.460 -0.184
H 3.059 3.749 1.806
H 1.402 3.126 2.014
H 1.633 4.497 0.935
C 2.579 1.643 -5.119
C 1.977 0.960 -3.909
O 2.694 0.489 -3.048
C 0.445 0.842 -3.836
H 1.863 2.432 -5.364
H 2.545 1.003 -6.004
H 3.590 2.000 -4.962
H 0.220 0.012 -4.508
H -0.017 1.787 -4.095
H 0.345 0.453 -2.823

Atomic forces in eV per Å
-1.5 1.1 0.4
-1.0 0.8 0.1
1.7 0.8 -0.8
-1.0 -0.5 0.1
0.2 -0.1 -0.1
0.2 -0.8 1.5
0.1 0.2 -0.7
0.3 -0.2 -0.2
-0.5 0.3 -0.4
0.0 2.6 0.3
0.1 -0.1 -0.9
0.0 0.0 -0.2
0.0 -0.1 0.3
-0.1 -0.1 0.3
0.1 -0.9 0.2
0.1 -0.8 -0.1
0.0 0.0 -0.3
-0.1 0.4 -1.0
0.1 -0.7 1.0
1.0 -0.4 0.4
0.6 -0.1 0.2
0.0 0.2 -0.2
-0.6 0.0 0.2
-0.1 0.2 0.0
0.0 -0.1 0.1
-0.2 -1.3 0.0
-1.2 0.0 0.4
0.6 -1.2 -0.6
-0.1 0.1 -0.1
0.2 0.7 -0.1
0.2 0.2 -0.3
0.1 0.2 -0.1
0.5 0.4 0.2
0.0 0.5 -0.1
-0.1 -1.4 -0.2
0.2 -0.1 0.9
-0.2 0.1 -0.8
-0.2 -0.6 -0.6
0.2 0.3 0.0
-0.3 0.6 0.8
-0.2 0.1 -0.2
0.4 0.3 0.2
-0.2 0.1 0.4
-0.1 0.1 -0.2
0.5 -0.1 -0.2
0.3 0.0 -0.5
0.5 0.8 0.2
0.0 -0.8 0.0
-0.5 -0.6 0.0
-0.4 -0.3 0.0
0.1 0.1 0.3
-0.1 -0.2 -0.1
0.0 0.1 -0.1
-0.1 0.3 0.2
0.1 0.2 0.2
-1.1 0.1 0.1
0.4 0.1 -1.1
0.0 -0.4 0.7
2.1 -0.8 0.5
0.5 0.4 -0.1
0.1 -0.3 0.2
0.0 0.0 0.1
-0.4 0.3 -0.3
-0.4 -0.2 0.1
-0.9 0.4 0.1

The value obtained for the orbital gap is 1.78 eV. The max |F| comes out at 2.61 eV/Å. As for the total energy: -97999.9965 eV. Its charge is +2. The calculation puts the HOMO energy at -13.8 eV.

***

# 4
# C20H33F9N2O5SV

C20H33F9N2O5SV as an isolated structure (the ωB97M-V functional and the def2-TZVPD basis, the Open Molecules 2025 dataset).

CARTESIAN COORDINATES (ANGSTROEM)
V 0.081 0.285 0.164
C 2.656 3.299 2.154
N 2.339 2.159 1.313
C 3.389 1.159 1.216
C 1.023 1.813 1.113
O 0.371 2.323 -0.165
C -0.007 2.141 2.150
O -1.155 1.312 1.775
C -2.279 1.983 1.243
C -2.567 1.413 -0.138
O -1.801 0.526 -0.578
N -3.601 1.846 -0.834
C -3.837 1.365 -2.193
C -4.499 2.901 -0.380
H 3.618 3.717 1.856
H 1.908 4.083 2.030
H 2.721 3.038 3.218
H 4.311 1.625 0.861
H 3.598 0.687 2.184
H 3.102 0.393 0.501
H 0.312 1.812 3.138
H -0.320 3.188 2.192
H -3.137 1.823 1.901
H -2.093 3.056 1.160
H -3.089 0.626 -2.454
H -4.832 0.924 -2.254
H -3.778 2.206 -2.884
H -4.336 3.145 0.664
H -4.346 3.798 -0.982
H -5.530 2.570 -0.500
F 2.873 -3.355 -1.918
C 2.697 -2.218 -1.241
F 3.891 -1.649 -1.055
F 2.212 -2.527 -0.033
C 1.734 -1.234 -1.975
O 1.343 -0.247 -1.135
C 2.487 -0.575 -3.173
F 3.313 0.376 -2.735
F 3.200 -1.452 -3.879
F 1.605 0.009 -3.999
C 0.511 -2.026 -2.529
F 0.076 -2.930 -1.630
F -0.512 -1.191 -2.755
F 0.776 -2.676 -3.658
O -0.255 -1.501 1.044
S -1.536 -2.020 1.707
C -0.883 -3.053 3.054
C -0.875 -4.514 2.582
C -0.938 -4.506 1.056
C -1.983 -3.453 0.716
H -1.480 -2.880 3.947
H 0.116 -2.647 3.211
H -1.748 -5.032 2.983
H 0.010 -5.028 2.954
H -1.214 -5.478 0.651
H 0.021 -4.218 0.625
H -2.985 -3.745 1.043
H -2.019 -3.133 -0.324
C 1.381 3.364 -3.614
C 0.453 2.892 -2.499
C -0.770 3.798 -2.392
C 1.231 2.837 -1.197
H 0.863 3.368 -4.573
H 2.253 2.717 -3.707
H 1.731 4.382 -3.421
H 0.126 1.871 -2.723
H -0.470 4.830 -2.190
H -1.437 3.481 -1.587
H -1.334 3.796 -3.327
H 1.562 3.836 -0.897
H 2.105 2.195 -1.302

Atomic forces in eV per Å
-0.1 0.0 0.1
0.0 0.0 0.0
0.0 0.0 0.0
0.0 0.0 0.0
0.0 0.0 0.0
0.0 0.0 0.0
0.0 0.0 0.0
0.0 0.0 0.0
0.0 0.0 0.0
0.0 0.0 0.0
0.0 0.0 0.0
0.0 0.0 0.0
0.0 0.0 0.0
0.0 0.0 0.0
0.0 0.0 0.0
0.0 0.0 0.0
0.0 0.0 0.0
0.0 0.0 0.0
0.0 0.0 0.0
0.0 0.0 0.0
0.0 0.0 0.0
0.0 0.0 0.0
0.0 0.0 0.0
0.0 0.0 0.0
0.0 0.0 0.0
0.0 0.0 0.0
0.0 0.0 0.0
0.0 0.0 0.0
0.0 0.0 0.0
0.0 0.0 0.0
0.0 0.0 0.0
0.0 0.0 0.0
0.0 0.0 0.0
0.0 0.0 0.0
0.0 0.0 0.0
0.0 0.0 0.0
0.0 0.0 0.0
0.0 0.0 0.0
0.0 0.0 0.0
0.0 0.0 0.0
0.0 0.0 0.0
0.0 0.0 0.0
0.0 0.0 0.0
0.0 0.0 0.0
0.0 0.0 -0.1
0.0 0.0 0.0
0.0 0.0 0.0
0.0 0.0 0.0
0.0 0.0 0.0
0.0 0.0 0.0
0.0 0.0 0.0
0.0 0.0 0.0
0.0 0.0 0.0
0.0 0.0 0.0
0.0 0.0 0.0
0.0 0.0 0.0
0.0 0.0 0.0
0.0 0.0 0.0
0.0 0.0 0.0
0.0 0.0 0.0
0.0 0.0 0.0
0.0 0.0 0.0
0.0 0.0 0.0
0.0 0.0 0.0
0.0 0.0 0.0
0.0 0.0 0.0
0.0 0.0 0.0
0.0 0.0 0.0
0.0 0.0 0.0
0.0 0.0 0.0
0.0 0.0 0.0

The value obtained for the orbital gap (alpha / beta) is 8.94 / 8.89 eV. Its spin multiplicity is 3. The max |F| comes out at 0.11 eV/Å. As for the total energy: -95470.2925 eV. Its charge is +1. The calculation puts the HOMO energy (alpha / beta) at -11.2 / -11.1 eV.